65
Properties=species:S:1:pos:R:3 method="wB97M-V/def2-TZVPD" total_charge=-1 orbital_gap_ha=0.1713 relative_energy_kcal_mol=0.0 largest_force_ev_per_a=2.598
Rb -0.7342 0.0642 0.4265
S 2.4206 0.0665 1.1491
S 2.9532 -0.5391 -0.7071
S 1.2999 -1.2599 -1.7615
S 0.2916 0.2205 -2.6923
C 2.5457 3.2861 0.4667
S 1.3227 2.2603 -0.4152
C 1.1692 3.4811 -1.7773
O 0.0428 2.4624 0.3352
H 3.4578 3.3013 -0.1290
H 2.7392 2.7996 1.4163
H 2.1376 4.2881 0.6038
H 2.1431 3.6235 -2.2427
H 0.7863 4.4130 -1.3587
H 0.4735 3.0538 -2.4959
Cl -7.0691 -8.2013 -5.9050
C -6.1803 -7.1191 -4.8859
C -6.2682 -5.7520 -5.0914
C -5.5314 -4.9038 -4.2875
C -4.7035 -5.3903 -3.2775
C -3.8858 -4.4074 -2.4583
C -4.7504 -3.8574 -1.3154
N -3.9206 -3.4299 -0.2187
C -3.4458 -4.2309 0.7923
C -2.5862 -3.4508 1.5099
N -2.5184 -2.1999 0.9554
C -3.3249 -2.2213 -0.0749
O -3.4660 -3.2685 -3.1949
C -2.2033 -3.2899 -3.9009
C -1.8679 -4.5217 -4.6954
C -2.2921 -4.7869 -5.9639
Cl -3.2100 -3.7585 -6.9760
S -1.8047 -6.3453 -6.5276
C -0.9832 -6.6477 -5.0453
C -1.0933 -5.6035 -4.1882
C -4.6806 -6.7659 -3.0692
Cl -3.7489 -7.4322 -1.7653
C -5.4014 -7.6390 -3.8663
H -6.8911 -5.3602 -5.8832
H -5.5576 -3.8350 -4.4497
H -3.0245 -4.9094 -2.0069
H -5.4433 -4.6223 -0.9640
H -5.3169 -3.0082 -1.6988
H -3.7678 -5.2517 0.9105
H -2.0140 -3.7107 2.3845
H -3.5242 -1.3860 -0.7295
H -1.4021 -3.1216 -3.1746
H -2.2586 -2.4254 -4.5592
H -0.4518 -7.5757 -4.9132
H -0.6216 -5.5829 -3.2153
H -5.3550 -8.7058 -3.7019
O -2.8211 1.3198 0.1028
S -2.3378 2.3054 -0.8956
C -3.8439 2.6435 -1.8967
C -4.7847 3.2962 -0.9025
C -3.9831 4.4494 -0.2960
C -2.5428 3.9514 -0.1041
H -4.2056 1.7004 -2.3022
H -3.5584 3.3159 -2.7095
H -5.0110 2.5662 -0.1230
H -5.7204 3.6353 -1.3515
H -4.4173 4.7713 0.6512
H -3.9946 5.3037 -0.9767
H -2.2578 3.7969 0.9335
H -1.8067 4.6033 -0.5730

60
Properties=species:S:1:pos:R:3 method="wB97M-V/def2-TZVPD" total_charge=+2 orbital_gap_ha="0.2557 / 0.2554" spin_multiplicity=4 largest_force_ev_per_a=0.388 s_squared=3.760
V -0.1956 -0.0059 0.6672
C -1.5221 1.0167 -1.8722
C -2.0552 1.8842 -0.7447
N -1.1116 1.9629 0.3948
C -0.0576 2.9986 0.2788
C 1.0549 2.6639 -0.7006
S 1.7076 0.9623 -0.4938
C 1.3994 0.1874 -2.1220
C 0.1935 -0.7466 -2.1648
N -0.9468 -0.2538 -1.3506
H -2.3165 0.8076 -2.5906
H -0.7413 1.5346 -2.4215
H -2.2895 2.8821 -1.1275
H -2.9873 1.4680 -0.3551
H -1.6654 2.2463 1.2031
H -0.5013 3.9589 -0.0051
H 0.3565 3.1294 1.2825
H 0.7445 2.7759 -1.7365
H 1.8887 3.3472 -0.5457
H 1.3282 0.9990 -2.8444
H 2.2994 -0.3708 -2.3755
H -0.1054 -0.8887 -3.2079
H 0.4637 -1.7266 -1.7669
H -1.6698 -0.9688 -1.3942
Cl -2.6954 3.2177 3.4729
C -1.9692 1.8056 4.2032
C -2.6545 0.5991 4.1802
C -2.0796 -0.4924 4.8133
C -0.8380 -0.4143 5.4444
C -0.2593 -1.6780 6.0591
C 1.0041 -2.1841 5.3442
N 0.7416 -2.3050 3.9067
C -0.0489 -3.2414 3.2881
C -0.2183 -2.8203 2.0091
N 0.4391 -1.6159 1.8347
C 0.9972 -1.3411 3.0149
O 0.0153 -1.4971 7.4193
C -0.4575 -2.5716 8.2547
C -1.9395 -2.7235 8.1604
C -2.5892 -3.7030 7.4639
Cl -1.8561 -4.9858 6.5687
S -4.2934 -3.5530 7.4927
C -4.1701 -2.1325 8.4469
C -2.8801 -1.8115 8.7273
C -0.1804 0.8153 5.4240
Cl 1.3700 1.0064 6.1664
C -0.7370 1.9329 4.8155
H -3.6379 0.5324 3.7380
H -2.6240 -1.4288 4.8459
H -1.0244 -2.4486 5.9170
H 1.2805 -3.1648 5.7295
H 1.8497 -1.5132 5.4625
H -0.4040 -4.1147 3.8082
H -0.7414 -3.3067 1.2032
H 1.6037 -0.4797 3.2546
H -0.1425 -2.2997 9.2599
H 0.0488 -3.5012 7.9812
H -5.0657 -1.6340 8.7791
H -2.5915 -0.9674 9.3361
H -0.2277 2.8855 4.8545

55
Properties=species:S:1:pos:R:3 method="wB97M-V/def2-TZVPD" orbital_gap_ha=0.2962 smiles="CC(C)=CCC[C@H](C)CCc1c(C[C@@H]2CO2)ccc2ncc(C(F)(F)F)nc12" largest_force_ev_per_a=1.569
C 4.6246 1.0408 0.8114
C 3.8730 0.3170 1.8871
C 3.7356 0.9865 3.2387
C 3.3063 -0.8676 1.6798
C 3.2402 -1.5053 0.3109
C 2.0987 -0.8840 -0.5405
C 0.9943 -1.8881 -0.8777
C 0.3532 -1.6034 -2.2418
C -0.0459 -2.0790 0.2371
C -0.7516 -0.8074 0.7319
C -1.6847 -0.1384 -0.2484
C -2.8937 -0.6979 -0.6451
C -3.4499 -1.9770 -0.0926
C -4.3807 -1.6798 1.1132
C -5.7596 -1.2828 0.8373
O -4.7685 -0.3593 1.2964
C -3.6946 -0.0199 -1.6015
C -3.3312 1.2016 -2.1163
C -2.1404 1.8314 -1.6896
N -1.8291 3.0607 -2.1886
C -0.7228 3.5731 -1.7308
C 0.1060 2.9028 -0.8123
C 1.3532 3.5870 -0.3118
F 1.0660 4.3813 0.7329
F 1.8929 4.3697 -1.2519
F 2.2741 2.7232 0.0837
N -0.1649 1.7266 -0.3328
C -1.3197 1.1522 -0.7612
H 3.9812 1.3490 -0.0077
H 5.4317 0.4268 0.4211
H 5.0742 1.9416 1.2231
H 4.6192 1.5820 3.4485
H 3.6156 0.2152 3.9898
H 2.8590 1.6277 3.2189
H 2.8442 -1.4057 2.4944
H 3.0719 -2.5714 0.4473
H 4.1784 -1.3880 -0.2229
H 2.5329 -0.5725 -1.4909
H 1.7144 0.0092 -0.0631
H 1.4807 -2.8571 -0.9868
H 1.0640 -1.8953 -3.0126
H -0.5189 -2.2350 -2.3892
H 0.1046 -0.5558 -2.3766
H -0.7278 -2.8562 -0.0909
H 0.4830 -2.4887 1.1007
H -1.3448 -1.0755 1.6087
H 0.0123 -0.1324 1.0888
H -4.0452 -2.5109 -0.8213
H -2.6891 -2.5996 0.3507
H -4.2112 -2.2857 1.9881
H -6.4926 -1.4107 1.6154
H -6.0156 -1.1627 -0.2023
H -4.6178 -0.4713 -1.9300
H -3.9501 1.7044 -2.8421
H -0.4351 4.5546 -2.0769